1.
Density functional theory data (ωB97M-V/def2-TZVPD) for C37H39Br2ClIN5O2PtSe as an isolated structure.

## Properties
⟨S²⟩ = 6.047
Total charge = +2
Multiplicity = 5
Energy relative to the best compared isomer or geometry (same formula, charge and spin) = 60.7 kJ/mol

XYZ file:
```
89
Properties=species:S:1:pos:R:3:forces:R:3
H 4.76960 -3.21293 -1.04213 0.0 0.0 0.0
H 3.21391 1.08834 1.51226 0.0 0.0 0.0
C -4.84108 1.07856 -2.18154 0.0 0.0 0.0
C 4.29455 -5.28074 -1.45625 0.0 0.0 0.0
C -2.95529 4.36925 1.46619 0.0 0.0 0.0
C 5.75103 -1.47263 1.76111 0.0 0.0 0.0
C -1.87982 1.39408 1.78824 0.0 0.0 0.0
Se -1.03389 0.08314 -1.10862 -0.2 0.0 -0.1
C -2.56030 3.46415 0.48253 0.0 -0.1 0.1
C -2.58851 3.80168 -0.86505 0.0 0.0 -0.1
C -1.79149 1.73637 -0.68931 0.0 0.0 0.0
H -3.69961 6.33776 1.76302 0.0 0.0 0.0
C 2.72315 1.94552 1.05284 0.0 0.0 0.1
H 5.32618 -5.60145 -1.44988 0.0 0.0 0.0
H -5.05780 0.00054 1.96108 0.0 0.0 0.0
H -1.89974 2.11347 2.60486 0.0 0.0 0.0
C 6.76916 -1.09453 0.89624 0.0 0.0 0.0
H 0.11947 -2.36553 1.72344 0.0 0.0 0.0
H -5.55537 0.25609 -2.21604 0.0 0.0 0.0
H -2.71215 -0.18832 2.92650 0.0 0.0 0.0
H 3.46111 2.73967 0.92864 0.0 0.0 0.0
N -2.10765 2.70655 -1.56270 0.0 0.1 -0.1
C -4.37714 0.84997 2.03824 0.0 0.0 0.0
H 3.48161 -7.21585 -1.87395 0.0 0.0 0.0
H 1.89014 3.64006 -0.87848 0.0 0.0 0.0
C 4.44120 -1.32957 1.34070 -0.2 0.0 0.1
H -4.10635 2.54192 3.39679 0.0 0.0 0.0
O 1.24831 0.43474 -0.10818 0.1 -0.1 0.0
H -1.31168 -6.67604 -2.20385 0.0 0.0 0.0
H -4.50186 1.02251 4.19661 0.0 0.0 0.0
H -4.00383 3.35051 -3.41775 0.0 0.0 0.0
H -5.74480 1.92402 3.33598 0.0 0.0 0.0
H -2.92693 4.12736 2.51833 0.0 0.0 0.0
C 2.08921 1.57283 -0.27948 -0.2 0.1 0.0
H 1.95166 2.29835 1.74086 0.0 0.0 0.0
C -3.41471 5.94340 -0.33210 0.0 0.0 0.0
C -4.08795 1.19783 -3.50837 0.0 0.0 0.1
H -1.36344 1.80163 -3.26045 0.0 0.0 0.0
C -3.01779 5.05280 -1.30454 0.0 0.0 0.0
H -2.84301 -0.42018 1.18922 0.0 0.0 0.0
H -5.40580 1.98886 -1.96732 0.0 0.0 0.0
N 2.12255 -1.92888 1.57877 0.1 0.0 0.1
Br 2.30246 -1.98540 6.18723 0.0 0.0 0.1
C -2.94495 0.32000 1.98567 0.0 0.0 0.0
H -3.03629 5.31546 -2.35265 0.0 0.0 0.0
C -3.35380 2.52477 -3.71996 0.0 0.0 0.0
C -2.00211 2.65168 -3.02354 0.0 -0.1 0.1
Pt 2.09510 -1.43652 -0.54281 0.1 0.1 -0.2
C 0.80177 -6.53117 -1.96571 0.0 0.1 0.0
H -1.48861 3.56144 -3.33688 0.0 0.0 0.0
C 2.22707 -1.97209 4.32409 0.0 0.0 0.0
H 0.12942 -2.45180 4.21809 0.0 0.0 0.0
C 1.02686 -2.19017 2.28878 0.0 0.0 0.0
N 2.74482 -3.48153 -1.22719 -0.1 0.1 0.2
H 7.22288 -0.26730 -1.04251 0.0 0.0 0.0
C -0.71231 -4.66368 -1.78269 0.1 0.0 0.0
C 3.27967 -1.67585 2.20828 0.1 0.0 -0.1
I -2.60826 -3.88383 -1.84056 0.0 0.0 0.0
H 0.44159 2.94851 -0.14547 0.0 0.0 0.0
C 3.98663 -3.93847 -1.22587 0.0 0.0 0.0
H -0.87909 0.96242 1.74387 0.0 0.0 0.0
H -3.37777 0.37090 -3.61336 0.0 0.0 0.0
H -4.80671 1.08613 -4.32111 0.0 0.0 0.0
C -0.48439 -6.01029 -2.00088 0.1 0.0 0.0
H 5.98285 -1.88014 2.73420 0.0 0.0 0.0
C 3.27597 -6.16988 -1.69387 0.0 0.0 0.0
C 1.73952 -4.34474 -1.46617 -0.1 0.1 0.0
O 0.21996 -2.55881 -1.28294 -0.3 0.0 0.1
C -4.69688 1.62866 3.31003 0.0 0.0 0.0
H 0.88817 2.52146 -1.81427 0.0 0.0 0.0
N -2.07624 2.16444 0.55323 0.1 0.1 0.2
H 2.87684 1.35303 -1.01263 0.0 0.0 0.0
C 0.38364 -3.77133 -1.49411 0.0 -0.2 -0.1
C -3.38283 5.60551 1.03357 0.0 0.0 0.0
H 4.29659 -1.45046 4.08827 0.0 0.0 0.0
C 1.27665 2.73981 -0.81799 0.0 0.0 -0.1
H -3.15454 2.66454 -4.78451 0.0 0.0 0.0
H 4.81855 -0.09788 -1.66378 0.0 0.0 0.0
H -3.75484 6.92743 -0.62276 0.0 0.0 0.0
C 1.95302 -5.70092 -1.70698 -0.1 -0.1 0.0
C 3.36886 -1.68546 3.58785 0.0 0.0 0.0
C 1.03372 -2.23161 3.67021 0.0 0.0 -0.1
N 4.13326 -0.85781 0.12298 0.3 -0.2 -0.1
C 5.11759 -0.48944 -0.69950 0.0 0.0 0.1
Cl 1.02029 -8.19115 -2.23964 0.0 -0.1 0.0
H -4.17911 0.88966 -1.33537 0.0 0.0 0.0
Br 8.54906 -1.28172 1.41780 0.1 0.0 0.0
H -4.57236 1.47105 1.15812 0.0 0.0 0.0
C 6.45339 -0.58274 -0.35306 -0.1 0.0 0.0
```
Forces are in eV/Å.

***

2.
Density functional theory data (ωB97M-V/def2-TZVPD) for C37H39Cl3NO4PSi2V as an isolated structure in a non-equilibrium geometry.

## Properties
⟨S²⟩ = 2.037
Total charge = -1
Multiplicity = 3
Energy relative to the best compared isomer or geometry (same formula, charge and spin) = 49.7 kJ/mol

XYZ file:
```
88
Properties=species:S:1:pos:R:3:forces:R:3
H 2.66992 4.59385 1.37470 -0.8 -0.4 -1.4
H 4.77067 -1.85535 -0.51048 0.2 -0.5 0.1
C -3.57372 -1.54233 1.28553 1.0 0.5 0.5
H -1.96576 -2.12568 -5.68634 0.2 -0.3 0.0
C 5.42135 -1.04792 -0.82213 -1.2 1.4 0.4
H 6.04220 0.44321 -3.04594 -0.8 0.1 0.0
H 1.99698 -0.80641 -6.85474 -0.5 0.3 0.5
O 3.54067 1.52551 -0.09750 -0.4 -1.9 -1.2
C 4.54231 -0.07564 -1.64622 -0.4 0.3 0.3
H 2.19242 4.34703 -0.46088 0.3 0.3 0.8
C 1.48639 1.85224 2.27067 -0.6 0.6 2.4
C 0.00627 -4.93687 3.94911 1.3 0.0 0.0
H 5.88388 -0.56193 0.05478 -0.4 -0.1 -0.3
H 0.49017 -5.85380 4.31377 -0.8 -0.1 -0.7
H 1.37522 -3.94364 5.29522 -0.7 0.3 -0.4
H -2.03420 -0.20439 -1.97419 -0.3 -0.2 0.4
H -0.94690 5.26412 -3.08261 0.2 -0.3 0.2
C 0.17151 2.36809 -1.56889 -0.7 -0.8 -0.9
H -0.04715 4.40800 -0.90249 0.0 -0.4 -1.0
H -2.20040 -1.67028 5.51273 0.0 0.7 0.4
C -4.24527 1.11077 5.86946 0.1 1.1 0.2
C -0.90658 3.55719 1.60808 -1.2 0.7 0.1
C -2.65768 -0.68822 5.32575 -1.4 0.4 -0.8
C -0.53860 2.02334 -3.89256 0.6 -1.5 -0.8
C -3.67094 -1.26665 -1.06710 1.6 1.6 0.5
H 2.22436 0.30968 -4.45806 -0.2 -0.7 -0.6
O 3.97147 -0.72543 -2.78938 0.3 -0.1 0.4
C -1.62043 -0.56384 0.13048 -0.5 0.6 -1.7
Si 0.47766 -2.91914 -0.80921 0.1 2.3 -0.6
C 0.39270 -0.56067 -3.82961 -0.1 -0.1 0.1
C 0.02303 -2.57682 4.22734 -0.5 -0.6 -0.9
C 1.84540 4.47316 0.58598 0.1 0.4 1.0
H 0.37928 -1.71210 4.74354 0.1 0.6 0.1
C -3.46573 0.82677 3.58391 0.0 0.6 1.3
V 0.42850 -0.27209 -0.29031 0.7 2.0 -0.7
C -4.20437 1.54116 4.55089 0.6 -0.8 -0.4
H -4.74587 1.80377 6.60537 0.4 -1.3 -0.6
H -0.67543 1.41403 -4.77748 0.1 -0.3 0.2
H -1.83604 -3.42699 1.53199 -0.7 -0.2 -0.7
Cl -1.21049 -4.14047 -0.93345 0.2 -0.5 -0.1
H 1.22026 5.39824 0.69458 0.5 -0.6 -0.4
C 3.38940 0.42645 -0.68564 1.6 1.8 0.9
H -1.12572 3.74144 -5.01493 -0.1 -0.2 0.1
C -0.97845 -1.74932 -5.45171 1.2 0.9 0.7
C -2.59523 -0.22031 3.98355 -1.5 0.4 0.8
C 5.37011 0.97975 -2.33852 1.5 0.5 0.0
Cl 1.49186 -3.19975 -2.70206 0.0 -0.7 0.7
Si 0.74363 2.98316 1.00501 0.5 -1.7 -0.6
C -0.93974 -2.44578 3.18304 1.1 -1.3 1.1
C -0.09939 3.75276 -1.79850 -0.4 -0.6 1.9
H -3.57382 1.19667 2.57168 0.5 -0.3 -0.2
C 1.39726 -0.33980 -4.80214 -0.3 0.6 1.7
H -1.36092 -1.73850 -3.33091 0.6 0.4 -0.4
C -1.29533 -3.59791 2.42009 0.8 1.5 1.9
C -3.53463 -0.03291 6.22396 0.4 -0.5 0.3
O 0.35306 0.19450 -2.52024 0.3 -2.3 -2.1
C -4.27812 -1.67741 0.09618 0.6 -0.6 1.1
H -3.90172 -1.92662 2.27319 -0.3 0.4 -0.9
H -0.98426 3.41327 2.70372 0.1 0.4 -0.4
C 0.56367 -3.81120 4.55496 -0.7 -0.2 0.2
H 1.34956 2.35995 3.28825 0.2 -0.5 -1.0
C -0.80361 3.34455 -4.05787 -0.5 2.1 1.0
C -2.25568 -0.96328 1.27797 -1.9 -0.7 0.6
C 1.21292 -0.86797 -6.08079 -0.3 0.4 0.0
C -0.66222 4.21440 -2.95248 0.2 0.1 -1.8
H -5.21187 -2.19148 0.04976 -0.5 -0.3 0.1
H 3.46813 -1.45363 -2.43977 -0.8 -0.7 0.1
H -1.04555 -5.72201 2.28757 -0.4 -0.4 -0.4
H 0.95052 0.88968 2.43708 0.4 0.5 -0.5
H -4.06294 -1.47442 -2.01346 -1.0 -0.1 -1.3
C -0.01629 1.50026 -2.72274 0.1 2.5 1.4
N 0.44462 1.82155 -0.32554 0.3 -0.1 -0.7
H -4.71516 2.45395 4.28442 -0.2 0.0 -0.2
H 4.70087 1.64767 -2.89874 0.5 0.0 0.2
H 6.15002 1.52332 -1.74359 -1.3 -0.1 0.1
C -0.85679 -4.83258 2.84461 0.9 -0.1 0.9
H 2.54717 1.71916 2.14170 0.3 -0.3 -0.3
C -0.05275 -1.37967 -6.41553 0.1 -0.6 -0.6
H -1.13333 4.62563 1.30762 0.1 -1.1 0.5
P -1.35748 -0.74362 2.80799 0.9 0.0 -0.8
C -2.45098 -0.58168 -1.02741 0.5 -1.0 -0.3
H -1.69039 2.89481 1.18713 0.3 0.4 0.0
H -3.68953 -0.39819 7.24198 0.4 -0.1 -0.3
H 6.18878 -1.31765 -1.48542 1.1 -1.0 -0.8
C -0.64807 -1.43926 -4.12354 -1.4 0.8 1.0
H -0.32534 -1.52866 -7.45846 0.3 -0.1 0.1
Cl 1.83978 -3.38068 0.66651 0.4 -1.1 0.4
O 2.47685 -0.45211 -0.46224 -0.6 -0.1 -0.3
```
Forces are in eV/Å.

***

3.
Density functional theory data (ωB97M-V/def2-TZVPD) for C37H39CoF2GeN5O5S3 as an isolated structure.

## Properties
⟨S²⟩ = 0.765
Multiplicity = 2
Energy relative to the best compared isomer or geometry (same formula, charge and spin) = 21.7 kJ/mol

XYZ file:
```
93
Properties=species:S:1:pos:R:3:forces:R:3
H 2.15020 -0.55137 -5.18650 0.0 0.0 0.0
N 0.31218 -0.52615 -1.76278 0.0 0.0 0.0
H -0.30197 -2.83019 4.04635 0.0 0.0 0.0
H 0.41455 4.68717 4.45418 0.0 0.0 0.0
C -1.82242 2.64459 -0.68010 0.0 0.0 0.0
H -2.65696 0.68984 3.77020 0.0 0.0 0.0
H -1.71806 -4.49259 -4.33854 0.0 0.0 0.0
C 1.33915 5.22936 4.25600 0.0 0.0 0.0
C -0.79069 -4.86206 -3.91348 0.0 0.0 0.0
C -0.71568 1.43410 4.27808 0.0 0.0 0.0
Ge -1.80867 -3.70292 -1.47990 0.0 0.0 -0.1
C 4.91235 -0.74252 -2.01355 0.0 0.0 0.0
H 2.50042 -6.21706 -2.43179 0.0 0.0 0.0
H 5.73415 -0.09054 -1.74709 0.0 0.0 0.0
C 1.99215 0.33034 0.09757 0.0 0.0 0.0
N -2.70082 1.65295 -0.63926 -0.1 0.0 -0.3
H 1.35635 -2.46704 2.24989 0.0 0.0 0.0
C 4.84162 -2.02628 -1.48901 0.0 0.0 0.0
C 1.79943 -0.55677 -4.15156 0.0 0.0 0.0
H 0.31063 2.54098 -0.91174 0.0 0.0 0.0
H 3.71671 -3.85301 -1.43603 0.0 0.0 0.0
H 2.07477 3.70376 2.87229 0.0 0.0 0.0
C -3.42386 3.30617 0.64260 0.1 -0.1 0.1
H 2.24782 -0.02874 -0.89054 0.0 0.0 0.1
H 1.97101 -3.04061 -2.97102 0.0 0.0 0.0
O 0.88594 6.72604 1.55976 0.0 0.0 0.0
H 5.60760 -2.38079 -0.81172 0.0 0.0 0.0
H -3.21793 -3.98027 1.13951 0.0 0.0 0.0
C -1.31380 0.41538 2.13149 -0.1 0.0 0.0
C 2.79802 -2.39526 -2.70608 0.0 0.0 0.0
O -5.28740 3.68477 1.84801 0.1 -0.1 0.1
H -2.58069 -3.60544 3.48728 0.0 0.0 0.0
H 3.97378 0.72162 -3.26540 0.0 0.0 0.0
S -2.10451 -1.60162 -2.39785 0.0 0.2 0.0
N -2.20987 3.68177 0.09715 0.0 0.0 0.2
H 0.93493 -4.97203 -0.99867 0.0 0.0 0.0
H -0.69156 4.96559 -0.41521 0.0 0.0 0.0
C 2.85675 -1.11021 -3.22439 0.1 0.0 0.0
H 1.97087 1.35643 2.25828 0.0 0.0 0.0
H 1.57180 0.47252 -3.87374 0.0 0.0 0.0
C 1.96966 4.78494 2.94585 0.0 0.0 0.0
H 1.97555 -6.58767 -4.81586 0.0 0.0 0.0
C -0.55175 4.54100 1.70409 0.0 0.0 0.0
H -0.64890 1.88822 -2.25483 0.0 0.0 0.0
H -0.38009 3.47101 1.85895 0.0 0.0 -0.1
C -1.63508 0.85503 3.45316 0.0 0.0 0.0
H 2.54131 -0.25334 0.83862 0.0 0.0 0.0
C -1.28196 -3.46176 0.35902 0.0 0.0 0.0
H -1.04676 4.96055 2.57719 0.0 0.0 0.0
S 0.23720 -1.45551 -4.22707 0.0 0.1 -0.1
C 0.60874 1.61628 3.84086 0.0 0.0 0.0
C 1.57983 -5.82982 -2.85067 0.0 0.0 0.0
C -3.71781 2.06690 0.16413 0.1 0.0 0.1
H 0.73601 -2.84554 -0.09934 0.0 0.0 0.0
H 2.94563 5.24655 2.78135 0.0 0.0 0.0
F -4.34431 -2.39085 -0.38919 0.0 0.0 -0.1
C -1.35939 4.81351 0.43079 0.0 0.1 0.0
C 3.78179 -2.84964 -1.83928 0.0 0.0 0.0
C 3.92378 -0.28816 -2.87302 0.0 0.0 0.0
C -1.85163 -3.45310 2.70229 0.0 0.0 0.0
F -4.94678 -0.40866 -1.15234 0.0 0.0 -0.1
N -0.30010 -0.23676 -0.54537 -0.1 0.1 0.0
H 1.12966 6.29770 4.24133 0.0 0.0 0.0
H -0.49134 3.63608 -2.02256 0.0 0.0 0.0
H -1.97032 5.69986 0.55464 0.0 0.0 0.0
H 2.31841 1.36850 0.19000 0.0 0.0 0.0
C -4.11782 -1.00766 -0.21238 0.0 0.0 0.0
C -2.20708 -3.67504 1.37912 0.0 0.0 0.0
H -4.55894 -0.78611 0.76628 0.0 0.0 0.0
C 0.35896 -2.81161 2.00578 0.0 0.0 0.0
C -0.49439 -4.62547 -2.57050 0.0 0.0 0.0
C 0.00658 -3.03313 0.68423 0.0 0.0 0.0
O -3.63739 5.06192 2.07256 0.1 -0.1 0.1
H -4.58239 1.46614 0.37860 0.0 0.0 0.0
H -3.18410 -4.32020 -1.68247 0.0 0.0 0.0
O 1.66454 4.69014 0.35495 0.0 0.0 0.0
S 1.05155 5.29518 1.51680 0.0 0.0 0.0
H 2.02354 5.02452 5.07883 0.0 0.0 0.0
C 0.94690 1.21648 2.57474 0.0 0.0 0.0
C 0.09432 -5.55846 -4.72027 0.0 0.0 0.0
C 0.69640 -5.12055 -2.04564 0.0 -0.1 0.0
C -0.59038 2.67773 -1.51205 0.0 0.0 0.0
Co -2.25998 -0.54267 -0.40118 0.0 -0.1 0.2
C -0.39037 -1.11833 -2.63584 -0.1 -0.2 0.1
H -1.00694 1.74431 5.27458 0.0 0.0 0.0
H -0.14397 -5.72954 -5.76199 0.0 0.0 0.0
C 1.28396 -6.04065 -4.18825 0.0 0.0 0.0
O -2.25879 -0.14608 1.47154 0.0 -0.1 0.0
N -4.16184 4.06233 1.59843 -0.2 0.3 -0.4
H 1.35267 2.05104 4.49574 0.0 0.0 0.0
C 0.51393 0.21832 0.36490 0.0 0.0 0.0
C -0.57293 -3.01818 3.01531 0.0 0.0 0.0
C 0.02431 0.63030 1.67274 0.0 0.0 0.0
```
Forces are in eV/Å.